Molecular formula: C4H7N3O
Method: DFT, ωB97M-V/def2-TZVPD

Summary:
SMILES: C=C/N=C\NC(N)=O
LUMO level in eV: 0.7
Energy relative to the best compared isomer or geometry (same formula, charge and spin) in kJ/mol: 296.3
Total charge: 0
Strongest force on any atom in eV/A: 5.598
E_tot in Ha: -396.03557
Orbital gap in eV: 10.4

The geometry in XYZ format:
```
15
Properties=species:S:1:pos:R:3:forces:R:3:nbo_charge:R:1
C -2.020151 0.419336 -0.027360 0.637 -3.291 0.024 0.8240
C 0.127789 -1.009916 -0.065222 -3.681 -2.097 -1.508 0.2792
C 1.844555 0.321581 0.258099 0.671 0.599 2.115 -0.1749
C 3.002810 0.742276 -0.198977 3.929 -2.352 -2.354 -0.3775
H -2.860490 -1.716969 0.471071 0.773 3.029 -1.480 0.4030
H -3.791924 -0.343480 0.132120 -0.769 -0.023 -0.132 0.3884
H 0.047589 0.986959 -0.036595 -2.055 -1.160 0.041 0.4327
H -0.290368 -1.949300 -0.491203 -0.821 0.756 0.861 0.1958
H 1.368329 1.180914 0.905035 0.420 -2.240 -0.774 0.1919
H 3.673421 -0.174867 -0.827429 -1.887 3.053 1.828 0.1989
H 3.557588 1.746259 -0.051390 -1.512 -1.817 -0.241 0.2306
N -2.912969 -0.763587 -0.094437 1.303 -0.497 1.491 -0.8918
N -0.605522 0.153343 0.013472 -1.029 1.792 -0.483 -0.6884
N 1.346273 -1.111855 0.091952 3.661 4.195 0.585 -0.4287
O -2.486935 1.519305 -0.079134 0.357 0.054 0.026 -0.5833
```
Forces are in eV/Å.

=====

Molecular formula: C4H7N3O
Method: DFT, ωB97M-V/def2-TZVPD

Summary:
SMILES: C/C(C=O)=N/N=C\N
LUMO level in eV: -0.3
Energy relative to the best compared isomer or geometry (same formula, charge and spin) in kJ/mol: 513.8
Total charge: 0
Strongest force on any atom in eV/A: 8.154
E_tot in Ha: -395.95272
Orbital gap in eV: 8.5

The geometry in XYZ format:
```
15
Properties=species:S:1:pos:R:3:forces:R:3:nbo_charge:R:1
C -0.047255 -0.577032 -2.229337 0.025 -1.523 -0.311 -0.7198
C 0.291692 0.287394 -0.928564 -1.665 -0.359 2.122 0.1803
C 1.627367 1.109258 -1.053939 -0.761 -1.991 2.601 0.3721
C -0.469269 0.234221 2.362388 4.094 2.682 0.739 0.2683
H 0.586541 -1.576447 -2.233263 0.204 2.508 0.001 0.2466
H 0.051739 -0.053985 -3.356160 -0.479 -1.383 3.522 0.2678
H -0.926658 -1.286934 -2.045407 -0.031 2.081 -0.495 0.2392
H 2.038155 1.175608 0.081421 -0.156 0.739 -2.644 0.1636
H -0.146015 0.467569 3.365744 0.043 -0.358 0.467 0.1777
H -1.944180 -0.584044 1.197119 1.353 0.289 2.875 0.4566
H -1.493794 -1.077231 3.013235 -1.909 1.168 -2.194 0.3976
N -0.437989 0.233579 0.275528 5.342 0.002 -6.160 -0.3502
N 0.359863 0.612426 1.461904 -1.825 0.308 -2.661 -0.3912
N -1.599426 -0.345351 2.209415 -4.173 -4.430 1.279 -0.8074
O 2.109228 1.380969 -2.120085 -0.065 0.267 0.859 -0.5010
```
Forces are in eV/Å.

=====

Molecular formula: C4H7N3O
Method: DFT, ωB97M-V/def2-TZVPD

Summary:
LUMO level in eV: 0.3
Energy relative to the best compared isomer or geometry (same formula, charge and spin) in kJ/mol: 908.3
Total charge: 0
Strongest force on any atom in eV/A: 6.944
E_tot in Ha: -395.80245
Orbital gap in eV: 9.1

The geometry in XYZ format:
```
15
Properties=species:S:1:pos:R:3:forces:R:3:nbo_charge:R:1
C -2.318917 -0.028145 -0.637446 -2.793 1.885 -5.084 -0.6023
C -1.555268 0.028496 0.600296 0.403 1.347 3.564 -0.3898
C 0.514736 -0.416583 -0.052083 -2.773 -0.031 2.961 0.5959
C 2.304559 0.736398 0.030253 1.596 3.056 1.281 0.2633
H -1.917784 1.268415 -1.318948 -1.597 -4.091 1.630 0.2068
H -1.753277 -1.145009 -1.551508 -2.157 3.486 2.921 0.2413
H -3.736169 -0.036975 -0.451580 4.721 -0.040 -0.953 0.2377
H -2.068338 -0.159226 1.593155 -0.275 0.284 -1.363 0.2052
H -0.873521 0.910372 0.789772 -2.140 0.364 -0.395 0.2185
H 3.190649 1.444965 0.549359 -2.767 -1.372 -2.101 0.2162
H 3.495080 -0.867091 0.525093 -2.396 0.318 -1.832 0.4013
N -0.582151 -0.957567 0.536293 6.274 0.198 -2.969 -0.4395
N 1.036875 0.981809 -0.139861 0.571 -1.942 1.205 -0.5206
N 2.750598 -0.516167 -0.217362 0.707 -0.902 1.858 -0.3136
O 1.512922 -1.243697 -0.255436 2.627 -2.561 -0.722 -0.3205
```
Forces are in eV/Å.

=====

Molecular formula: C4H7N3O
Method: DFT, ωB97M-V/def2-TZVPD

Summary:
SMILES: O/N=C\N1CCC=N1
LUMO level in eV: 0.8
Energy relative to the best compared isomer or geometry (same formula, charge and spin) in kJ/mol: 594.9
Total charge: 0
Strongest force on any atom in eV/A: 8.375
E_tot in Ha: -395.92182
Orbital gap in eV: 8.4

The geometry in XYZ format:
```
15
Properties=species:S:1:pos:R:3:forces:R:3:nbo_charge:R:1
C -0.341222 1.457368 0.396655 -1.186 -0.529 0.856 0.1581
C 1.857350 0.106936 -0.123873 -1.320 -1.346 0.649 -0.2694
C 2.005414 -1.451757 -0.477198 -2.552 0.438 -0.364 -0.4615
C 0.404759 -1.795937 -0.640298 -2.637 1.895 -2.323 -0.0280
H -2.973097 0.847241 1.293355 -0.946 -1.745 -0.845 0.4826
H 0.293757 2.334997 0.396552 -0.127 -0.012 0.633 0.1850
H 2.442107 0.875523 -0.818041 -1.073 -1.776 2.099 0.2422
H 2.041399 -0.090859 0.998260 0.229 2.142 -1.536 0.2291
H 2.623869 -1.631387 -1.378936 -0.773 -0.085 0.292 0.2263
H 2.420698 -2.062806 0.353116 -0.186 0.655 -0.498 0.2205
H -0.165801 -2.763911 -0.948153 1.798 1.578 0.491 0.2156
N -1.551158 1.545159 0.983334 7.388 2.853 -2.724 -0.1912
N 0.303183 0.362742 -0.257644 -0.026 1.172 -0.591 -0.3223
N -0.443216 -0.712077 -0.740192 4.953 -3.461 2.383 -0.1698
O -2.300301 0.527598 0.659205 -3.542 -1.777 1.479 -0.5173
```
Forces are in eV/Å.

=====

Molecular formula: C4H7N3O
Method: DFT, ωB97M-V/def2-TZVPD

Summary:
SMILES: CC#CN.N#CON
LUMO level in eV: 0.5
Energy relative to the best compared isomer or geometry (same formula, charge and spin) in kJ/mol: 579.0
Total charge: 0
Strongest force on any atom in eV/A: 3.250
E_tot in Ha: -395.92789
Orbital gap in eV: 9.1

The geometry in XYZ format:
```
15
Properties=species:S:1:pos:R:3:forces:R:3:nbo_charge:R:1
C -0.894570 -0.809648 -2.134309 1.058 -0.058 -0.715 -0.6692
C -1.070508 0.125849 0.282359 0.264 -0.241 -1.954 0.1925
C -0.653426 -0.201896 -0.827484 -1.790 0.063 1.957 -0.1113
N 1.637854 0.867409 1.682523 -0.477 0.086 -0.159 -0.4841
N -1.444642 0.565447 1.493085 0.062 0.076 0.343 -0.8378
O 1.605653 -0.312617 0.857217 -0.133 -0.892 -1.154 -0.4156
C 1.662040 -0.151505 -0.492137 1.862 0.898 2.508 0.5357
N 2.282911 -0.022889 -1.464720 -0.866 -0.219 -0.384 -0.4132
H 2.527384 0.800993 2.179230 -0.095 -0.137 -0.204 0.3478
H 0.889014 0.636556 2.352311 0.417 0.315 -0.372 0.3578
H -1.812485 1.510614 1.507887 0.041 -0.244 0.083 0.3994
H -1.978055 -0.095393 2.047517 0.119 0.214 -0.111 0.3979
H -1.588375 -1.647933 -2.079971 -0.181 0.233 0.065 0.2280
H 0.045651 -1.195432 -2.532643 0.035 -0.077 -0.029 0.2375
H -1.208446 -0.069554 -2.870864 -0.317 -0.014 0.126 0.2345
```
Forces are in eV/Å.

=====

Molecular formula: C4H7N3O
Method: DFT, ωB97M-V/def2-TZVPD

Summary:
SMILES: Nc1cc(N)n(O)c1
LUMO level in eV: 0.5
Energy relative to the best compared isomer or geometry (same formula, charge and spin) in kJ/mol: 441.7
Total charge: 0
Strongest force on any atom in eV/A: 6.071
E_tot in Ha: -395.98018
Orbital gap in eV: 7.2

The geometry in XYZ format:
```
15
Properties=species:S:1:pos:R:3:forces:R:3:nbo_charge:R:1
C -0.831954 0.632298 0.727909 -1.226 0.713 0.142 0.1311
C -0.040944 -0.510361 1.084704 0.190 1.246 -4.915 -0.4119
C 0.599870 -0.824624 -0.214679 -1.326 1.201 2.843 0.3011
C -0.731263 0.974915 -0.670190 -0.495 -0.090 4.755 -0.2300
H -2.214704 0.900113 2.458074 1.982 1.208 -2.694 0.3677
H -2.265346 1.981059 1.122222 -0.012 0.025 0.387 0.3616
H 0.010230 -1.056566 1.998927 0.158 -0.097 0.277 0.2255
H 1.669722 -2.546949 0.278415 -0.220 0.492 -0.462 0.4104
H 2.274161 -1.856369 -1.398905 -3.209 0.408 4.644 0.3989
H 1.726949 0.488993 -2.045022 -0.057 0.261 -0.565 0.4664
H -1.230628 1.721506 -1.211292 -0.253 0.679 -0.700 0.2221
N -1.611045 1.436731 1.678765 -1.160 -1.865 0.806 -0.8274
N 1.627915 -1.736601 -0.332709 3.310 -0.419 -5.072 -0.8511
N 0.189536 0.133068 -1.140463 1.586 -3.744 0.929 -0.0515
O 0.827501 0.262786 -2.335755 0.732 -0.018 -0.374 -0.5129
```
Forces are in eV/Å.